# 1
{
  "formula": "C22H20N2O5S2",
  "method": "wB97M-V/def2-TZVPD",
  "homo_lumo_gap_ev": 8.85,
  "smiles": "O=C(Oc1cccc(NC(=O)c2cccs2)c1)c1cccc(S(=O)(=O)N2CCCC2)c1",
  "max_force_ev_per_a": 1.236,
  "de_lowest_ev": 1.772,
  "e_homo_ha": -0.3221,
  "spin_multiplicity": 1,
  "total_energy_ev": -58026.97008,
  "species": ["O", "C", "O", "C", "C", "C", "C", "C", "N", "C", "O", "C", "C", "C", "C", "S", "C", "C", "C", "C", "C", "C", "S", "O", "O", "N", "C", "C", "C", "C", "C", "H", "H", "H", "H", "H", "H", "H", "H", "H", "H", "H", "H", "H", "H", "H", "H", "H", "H", "H", "H"],
  "coordinates": [[-5.391, -1.432, 2.101], [-4.393, -1.351, 1.442], [-3.784, -2.464, 0.988], [-2.758, -2.351, 0.053], [-3.052, -2.033, -1.265], [-2.010, -1.903, -2.167], [-0.695, -2.041, -1.766], [-0.404, -2.339, -0.435], [0.888, -2.386, 0.070], [2.012, -1.845, -0.497], [2.121, -1.573, -1.679], [3.113, -1.617, 0.441], [4.344, -1.115, 0.099], [5.188, -0.927, 1.206], [4.592, -1.281, 2.379], [2.991, -1.844, 2.154], [-1.450, -2.544, 0.462], [-3.741, -0.051, 1.072], [-4.474, 0.937, 0.424], [-3.863, 2.119, 0.038], [-2.510, 2.316, 0.271], [-1.794, 1.338, 0.934], [-0.028, 1.512, 1.207], [0.216, 2.355, 2.339], [0.530, 0.180, 1.248], [0.406, 2.356, -0.171], [0.459, 1.519, -1.367], [1.902, 1.587, -1.895], [2.692, 2.152, -0.714], [1.667, 3.078, -0.065], [-2.399, 0.176, 1.363], [-4.078, -1.891, -1.566], [-2.227, -1.669, -3.198], [0.110, -1.900, -2.467], [0.926, -2.510, 1.073], [4.612, -0.898, -0.919], [6.190, -0.546, 1.140], [5.002, -1.243, 3.369], [-1.246, -2.805, 1.490], [-5.521, 0.768, 0.221], [-4.440, 2.883, -0.460], [-2.005, 3.212, -0.049], [-0.264, 1.891, -2.098], [0.181, 0.499, -1.094], [2.253, 0.606, -2.204], [1.959, 2.270, -2.744], [2.952, 1.353, -0.018], [3.597, 2.672, -1.019], [1.573, 4.015, -0.625], [1.858, 3.300, 0.983], [-1.807, -0.533, 1.917]]
}

# 2
{
  "formula": "C22H20N6OS",
  "method": "wB97M-V/def2-TZVPD",
  "homo_lumo_gap_ev": 7.72,
  "smiles": "OCCCNC(=S)Nc1ccc2nc(-c3ccccn3)c(-c3ccccn3)nc2c1",
  "max_force_ev_per_a": 0.817,
  "de_lowest_ev": 0.192,
  "e_homo_ha": -0.2965,
  "spin_multiplicity": 1,
  "total_energy_ev": -44962.60619,
  "species": ["O", "C", "C", "C", "N", "C", "S", "N", "C", "C", "C", "C", "N", "C", "C", "C", "C", "C", "C", "N", "C", "C", "C", "C", "C", "C", "N", "N", "C", "C", "H", "H", "H", "H", "H", "H", "H", "H", "H", "H", "H", "H", "H", "H", "H", "H", "H", "H", "H", "H"],
  "coordinates": [[2.427, 3.258, -2.411], [2.806, 4.518, -1.899], [4.160, 4.496, -1.185], [4.126, 3.657, 0.097], [3.776, 2.280, -0.154], [4.698, 1.370, -0.514], [6.328, 1.665, -0.541], [4.278, 0.127, -0.898], [3.024, -0.465, -0.854], [2.789, -1.527, -1.765], [1.588, -2.169, -1.816], [0.549, -1.785, -0.943], [-0.658, -2.367, -1.025], [-1.582, -2.000, -0.174], [-2.936, -2.564, -0.319], [-4.043, -1.716, -0.370], [-5.300, -2.279, -0.499], [-5.411, -3.660, -0.568], [-4.247, -4.412, -0.514], [-3.043, -3.885, -0.393], [-1.299, -1.046, 0.857], [-2.301, -0.762, 1.902], [-2.888, -1.815, 2.607], [-3.829, -1.516, 3.574], [-4.156, -0.187, 3.803], [-3.510, 0.782, 3.052], [-2.607, 0.509, 2.128], [-0.146, -0.435, 0.920], [0.797, -0.759, 0.011], [2.039, -0.106, 0.042], [3.071, 2.992, -3.078], [2.829, 5.263, -2.706], [2.014, 4.795, -1.198], [4.444, 5.517, -0.932], [4.922, 4.087, -1.853], [5.112, 3.670, 0.568], [3.388, 4.066, 0.792], [2.835, 2.138, -0.504], [5.023, -0.436, -1.288], [3.588, -1.816, -2.433], [1.401, -2.970, -2.513], [-3.913, -0.645, -0.323], [-6.178, -1.651, -0.545], [-6.373, -4.138, -0.663], [-4.275, -5.492, -0.565], [-2.599, -2.835, 2.404], [-4.302, -2.306, 4.140], [-4.889, 0.087, 4.545], [-3.725, 1.834, 3.190], [2.196, 0.631, 0.812]]
}

# 3
{
  "formula": "C22H21BN10RhS",
  "method": "wB97M-V/def2-TZVPD",
  "homo_lumo_gap_ev": 6.78,
  "total_charge": 1,
  "max_force_ev_per_a": 0.179,
  "e_homo_ha": -0.4030,
  "spin_multiplicity": 1,
  "total_energy_ev": -52571.07932,
  "species": ["Rh", "C", "C", "N", "N", "C", "B", "N", "C", "C", "C", "N", "N", "C", "C", "C", "N", "H", "H", "H", "H", "H", "H", "H", "H", "H", "H", "S", "C", "N", "N", "C", "C", "C", "C", "C", "C", "N", "N", "C", "C", "C", "C", "C", "C", "H", "H", "H", "H", "H", "H", "H", "H", "H", "H", "H"],
  "coordinates": [[0.466, 0.741, -0.743], [4.084, -1.425, -1.355], [3.295, -0.296, -1.564], [2.138, -0.433, -0.920], [2.153, -1.629, -0.299], [3.319, -2.242, -0.547], [0.951, -2.057, 0.569], [-0.305, -2.011, -0.348], [-1.189, -2.956, -0.687], [-2.119, -2.407, -1.553], [-1.724, -1.082, -1.708], [-0.638, -0.868, -0.967], [0.752, -0.994, 1.664], [0.826, -1.079, 3.000], [0.668, 0.186, 3.529], [0.499, 1.013, 2.419], [0.553, 0.289, 1.304], [5.070, -1.616, -1.739], [3.498, 0.594, -2.137], [3.522, -3.214, -0.131], [1.104, -3.147, 1.027], [-1.095, -3.953, -0.293], [-2.956, -2.898, -2.015], [-2.150, -0.290, -2.302], [0.989, -2.031, 3.478], [0.673, 0.470, 4.566], [0.336, 2.077, 2.376], [0.607, 1.518, -2.828], [-0.919, 2.410, -2.799], [-1.315, 2.960, -3.923], [-2.413, 3.606, -4.098], [-3.505, 3.787, -3.176], [-3.627, 4.975, -2.480], [-4.665, 5.115, -1.570], [-5.559, 4.074, -1.368], [-5.436, 2.894, -2.091], [-4.407, 2.748, -3.007], [-1.615, 2.551, -1.636], [-1.133, 1.967, -0.632], [-1.863, 2.189, 0.592], [-1.765, 3.424, 1.209], [-2.424, 3.634, 2.412], [-3.169, 2.612, 2.983], [-3.261, 1.380, 2.348], [-2.604, 1.160, 1.148], [-2.510, 3.961, -5.038], [-2.910, 5.772, -2.634], [-4.772, 6.039, -1.018], [-6.365, 4.186, -0.655], [-6.150, 2.094, -1.948], [-4.294, 1.840, -3.587], [-1.177, 4.210, 0.751], [-2.354, 4.596, 2.901], [-3.680, 2.775, 3.923], [-3.846, 0.584, 2.791], [-2.660, 0.199, 0.653]]
}